DFT (wB97M-V/def2-TZVPD) results for C24H43CoF5OP2Te as an isolated structure at a distorted geometry.

Geometry (Å):
Co: -0.575 -0.041 -2.996
C: -0.530 -2.569 2.532
C: 0.843 -2.653 2.156
C: 0.654 -1.029 3.772
C: -0.649 -1.560 3.526
C: 1.576 -1.711 2.930
C: -1.661 -3.370 2.028
H: -1.393 -3.946 1.136
H: -2.520 -2.728 1.781
H: -2.019 -4.087 2.782
C: -1.883 -1.117 4.188
H: -2.768 -1.470 3.647
H: -1.930 -0.021 4.266
H: -1.934 -1.521 5.208
C: 0.971 0.043 4.730
H: 1.117 -0.378 5.737
H: 0.158 0.775 4.791
H: 1.892 0.573 4.461
C: 3.039 -1.524 2.894
H: 3.542 -2.254 3.553
H: 3.319 -0.527 3.248
H: 3.447 -1.670 1.883
C: 1.420 -3.518 1.092
H: 1.926 -4.411 1.490
H: 2.173 -2.959 0.520
H: 0.653 -3.856 0.388
C: -1.799 0.680 -4.169
C: -1.825 -0.764 -4.120
C: -1.091 -1.604 -5.132
C: 0.414 -1.233 -5.194
C: 0.916 -0.613 -3.899
C: 0.953 0.804 -3.613
C: 0.482 1.838 -4.597
C: -0.986 1.563 -5.099
H: -1.552 -1.587 -6.126
H: 0.643 -0.604 -6.061
H: -1.159 -2.644 -4.791
H: -0.967 1.231 -6.148
H: -2.660 1.208 -3.725
H: -2.698 -1.207 -3.636
H: -1.498 2.540 -5.102
H: 0.476 2.831 -4.116
H: 1.698 1.152 -2.879
H: 1.211 1.902 -5.425
H: 0.992 -2.163 -5.312
H: 1.614 -1.256 -3.350
P: -1.507 0.481 0.265
P: 1.825 1.089 0.904
C: -0.574 1.690 -0.747
C: 0.809 2.150 -0.244
H: -1.241 2.566 -0.763
H: -0.518 1.324 -1.842
H: 1.450 2.296 -1.129
H: 0.695 3.120 0.262
C: 2.738 2.287 1.932
H: 3.311 1.738 2.693
H: 2.005 2.916 2.465
H: 3.422 2.907 1.338
C: 3.025 0.542 -0.391
H: 3.389 1.397 -0.980
H: 2.502 -0.150 -1.080
H: 3.880 0.004 0.055
C: -3.274 0.630 0.018
H: -3.770 -0.236 0.485
H: -3.535 0.660 -1.045
H: -3.623 1.538 0.529
C: -0.860 -1.051 -0.409
H: 0.148 -1.161 0.036
H: -0.748 -1.087 -1.551
H: -1.491 -1.892 -0.097
F: -1.979 2.334 4.571
Te: -1.422 3.135 2.857
F: 0.406 3.305 3.651
F: -1.790 4.789 3.675
F: -3.299 3.177 2.229
F: -0.833 4.296 1.335
O: -1.174 0.658 1.729

Output
Multiplicity: 5
Total charge: +1
Energy relative to the best compared isomer or geometry (same formula, charge and spin): 0.000 eV
HOMO-LUMO gap (alpha / beta): 8.20 / 3.46 eV

DFT (wB97M-V/def2-TZVPD) results for C3H4IO3 as an isolated structure at a distorted geometry.

Geometry (Å):
C: -1.840 -0.065 1.790
C: 0.437 -0.485 -0.243
C: -1.089 -0.088 0.017
O: -2.470 0.928 1.871
O: -1.483 -1.043 2.377
O: -1.381 1.128 -0.509
I: -2.069 -1.665 -1.279
H: 0.775 -0.499 -1.210
H: 1.001 0.129 0.366
H: 0.668 -1.471 0.301
H: -1.884 1.681 0.051

Output
Total charge: -1
Energy relative to the best compared isomer or geometry (same formula, charge and spin): 0.868 eV
HOMO-LUMO gap: 7.18 eV

DFT (wB97M-V/def2-TZVPD) results for one molecule with the formula C30H31N3O3S.

Geometry (Å):
C: -1.794 5.490 -1.535
C: -1.261 5.105 -2.884
C: -1.400 5.982 -3.952
C: -0.907 5.674 -5.207
C: -0.246 4.476 -5.406
C: -0.100 3.593 -4.353
C: -0.615 3.885 -3.096
C: -0.441 2.893 -1.974
N: -0.456 1.515 -2.444
C: 0.605 0.731 -2.083
O: 1.523 1.167 -1.413
C: 0.617 -0.669 -2.570
C: 1.139 -1.710 -1.906
C: 1.584 -1.718 -0.521
C: 2.689 -2.494 -0.167
C: 3.134 -2.526 1.137
C: 2.466 -1.817 2.132
C: 3.002 -1.901 3.522
O: 4.172 -2.140 3.755
N: 2.093 -1.675 4.504
C: 2.406 -1.866 5.898
C: 1.605 -3.045 6.460
N: 0.186 -2.867 6.192
C: -0.550 -4.121 6.180
C: -1.995 -3.845 5.762
O: -2.620 -2.936 6.636
C: -1.902 -1.726 6.684
C: -0.455 -1.951 7.123
C: 1.354 -1.054 1.786
C: 0.920 -1.005 0.477
S: 0.132 -0.875 -4.258
C: -1.362 0.066 -4.186
C: -2.382 -0.258 -5.068
C: -3.578 0.430 -5.034
C: -3.758 1.432 -4.096
C: -2.740 1.764 -3.223
C: -1.513 1.102 -3.261
H: -1.011 5.435 -0.780
H: -2.606 4.830 -1.229
H: -2.179 6.506 -1.557
H: -1.904 6.926 -3.795
H: -1.031 6.371 -6.022
H: 0.158 4.228 -6.376
H: 0.429 2.665 -4.511
H: -1.205 3.024 -1.202
H: 0.538 3.034 -1.502
H: 1.251 -2.644 -2.443
H: 3.212 -3.050 -0.931
H: 4.004 -3.102 1.413
H: 1.107 -1.687 4.292
H: 3.477 -2.069 5.968
H: 2.184 -0.947 6.450
H: 1.930 -3.954 5.949
H: 1.815 -3.160 7.536
H: -0.547 -4.603 7.173
H: -0.088 -4.798 5.458
H: -2.001 -3.441 4.737
H: -2.587 -4.760 5.795
H: -1.908 -1.250 5.691
H: -2.426 -1.086 7.396
H: -0.447 -2.356 8.151
H: 0.074 -0.998 7.118
H: 0.835 -0.471 2.534
H: 0.047 -0.422 0.224
H: -2.218 -1.054 -5.779
H: -4.365 0.180 -5.728
H: -4.694 1.967 -4.044
H: -2.903 2.552 -2.508

Output
Total charge: 0
Energy relative to the best compared isomer or geometry (same formula, charge and spin): 2.194 eV
SMILES: Cc1ccccc1CN1C(=O)/C(=C\c2ccc(C(=O)NCCN3CCOCC3)cc2)Sc2ccccc21
HOMO-LUMO gap: 8.15 eV

DFT (wB97M-V/def2-TZVPD) results for a 11-piece molecular cluster, C36H106ClN10O4 overall at a distorted geometry.

Geometry (Å):
N: -2.016 -3.197 7.086
H: -1.762 -2.531 7.803
H: -1.438 -4.019 7.190
H: -1.876 -2.714 6.210
H: -2.993 -3.431 7.181
N: 6.597 -3.782 1.974
H: 6.522 -4.583 1.363
H: 7.387 -3.202 1.732
H: 6.666 -4.147 2.914
H: 5.743 -3.248 2.040
N: 3.018 0.764 8.351
H: 2.918 0.233 7.497
H: 3.239 1.722 8.118
H: 3.637 0.304 9.003
H: 2.140 0.872 8.839
N: 2.615 -8.794 2.390
H: 3.304 -8.840 1.653
H: 2.136 -7.930 2.180
H: 3.187 -8.577 3.194
H: 2.071 -9.629 2.552
Cl: 0.865 -2.140 1.969
O: -0.360 -1.441 2.019
O: 1.616 -1.775 0.819
O: 1.589 -1.844 3.172
O: 0.554 -3.556 1.900
C: -7.140 -1.463 7.416
C: -7.351 -2.919 7.847
N: -6.635 -4.011 7.072
C: -6.910 -3.884 5.632
C: -6.257 -4.893 4.655
C: -7.107 -5.341 7.584
C: -6.442 -5.617 8.949
H: -7.587 -1.325 6.431
H: -6.103 -1.153 7.281
H: -7.658 -0.800 8.109
H: -6.931 -3.011 8.849
H: -8.413 -3.162 7.874
H: -7.979 -3.801 5.438
H: -6.524 -2.935 5.261
H: -5.180 -5.041 4.731
H: -6.709 -5.884 4.617
H: -6.429 -4.656 3.605
H: -6.894 -6.112 6.844
H: -8.193 -5.395 7.654
H: -6.917 -6.464 9.445
H: -6.591 -4.816 9.672
H: -5.364 -5.777 8.950
C: -0.427 -7.449 -5.966
C: -0.629 -6.271 -5.016
N: -1.968 -5.633 -5.183
C: -2.053 -4.461 -4.329
C: -3.338 -3.623 -4.567
C: -3.117 -6.541 -5.055
C: -3.227 -7.132 -3.597
H: -0.875 -8.386 -5.636
H: 0.616 -7.726 -6.122
H: -0.885 -7.179 -6.917
H: -0.484 -6.486 -3.957
H: 0.151 -5.547 -5.253
H: -2.114 -4.718 -3.272
H: -1.202 -3.806 -4.514
H: -3.063 -2.590 -4.353
H: -3.632 -3.744 -5.609
H: -4.208 -3.846 -3.950
H: -3.059 -7.378 -5.751
H: -4.062 -6.044 -5.274
H: -4.029 -7.870 -3.614
H: -3.511 -6.428 -2.815
H: -2.327 -7.646 -3.258
C: 7.366 0.366 -8.326
C: 8.335 -0.781 -7.938
N: 7.677 -2.101 -7.724
C: 7.100 -2.630 -8.965
C: 6.784 -4.137 -8.889
C: 6.666 -2.043 -6.683
C: 7.289 -1.765 -5.295
H: 6.755 0.119 -9.194
H: 7.990 1.193 -8.665
H: 6.667 0.697 -7.558
H: 9.088 -0.895 -8.718
H: 8.925 -0.444 -7.086
H: 6.236 -2.066 -9.315
H: 7.856 -2.435 -9.726
H: 7.667 -4.724 -8.634
H: 5.911 -4.407 -8.294
H: 6.552 -4.411 -9.918
H: 6.134 -2.993 -6.630
H: 5.891 -1.283 -6.782
H: 7.962 -2.532 -4.913
H: 6.440 -1.702 -4.613
H: 7.906 -0.870 -5.209
C: 4.078 5.974 8.206
C: 3.187 6.113 6.985
N: 3.337 4.981 6.089
C: 4.611 5.044 5.405
C: 4.875 3.907 4.477
C: 2.265 5.158 5.049
C: 0.853 5.005 5.572
H: 3.704 6.737 8.889
H: 5.109 6.257 7.992
H: 4.046 5.012 8.717
H: 2.225 5.987 7.482
H: 3.196 7.100 6.523
H: 5.389 5.022 6.168
H: 4.703 5.994 4.879
H: 4.183 3.771 3.646
H: 4.852 2.965 5.026
H: 5.896 3.859 4.099
H: 2.256 6.144 4.584
H: 2.354 4.433 4.240
H: 0.702 4.017 6.007
H: 0.619 5.891 6.161
H: 0.167 5.070 4.728
C: -5.525 4.730 -3.874
C: -6.857 5.040 -3.201
N: -7.214 4.032 -2.215
C: -8.613 4.229 -1.767
C: -8.758 5.553 -1.048
C: -6.273 3.962 -1.119
C: -6.630 2.980 -0.003
H: -4.678 4.971 -3.232
H: -5.429 5.424 -4.709
H: -5.297 3.720 -4.213
H: -6.839 6.035 -2.757
H: -7.566 4.986 -4.027
H: -9.266 4.248 -2.639
H: -8.933 3.353 -1.202
H: -9.820 5.662 -0.830
H: -8.280 5.430 -0.077
H: -8.449 6.458 -1.571
H: -6.041 4.970 -0.774
H: -5.341 3.562 -1.518
H: -7.540 3.312 0.496
H: -5.799 2.964 0.702
H: -6.777 1.949 -0.326
C: 2.561 8.617 -3.910
C: 2.001 7.183 -3.952
N: 2.875 6.224 -3.257
C: 2.165 4.946 -2.931
C: 2.005 4.033 -4.168
C: 4.239 6.072 -3.896
C: 5.258 5.280 -3.068
H: 1.847 9.333 -4.319
H: 3.502 8.682 -4.455
H: 2.857 8.871 -2.892
H: 0.969 7.178 -3.602
H: 1.973 6.818 -4.978
H: 2.691 4.426 -2.130
H: 1.189 5.124 -2.479
H: 2.975 3.881 -4.642
H: 1.578 3.108 -3.782
H: 1.344 4.447 -4.930
H: 4.575 7.069 -4.181
H: 4.153 5.662 -4.902
H: 5.329 5.675 -2.055
H: 6.266 5.458 -3.441
H: 5.163 4.195 -3.033

Output
Total charge: +3
HOMO-LUMO gap: 2.75 eV

DFT (wB97M-V/def2-TZVPD) results for C11H26O15S3Tl as an isolated structure at a distorted geometry.

Geometry (Å):
Tl: -23.643 3.460 -8.520
O: -20.765 6.812 -5.796
C: -21.419 5.638 -5.671
O: -21.985 5.096 -6.655
O: -21.397 4.981 -4.590
H: -21.006 6.904 -6.720
O: -25.587 1.870 -4.051
C: -24.625 2.503 -4.670
O: -24.514 2.506 -5.880
O: -23.831 3.165 -3.945
H: -25.898 1.405 -4.831
O: -23.097 8.321 -10.328
S: -23.316 7.784 -8.968
O: -23.396 6.333 -8.816
O: -22.155 8.299 -7.890
C: -21.808 9.667 -7.979
C: -20.877 9.961 -6.840
C: -24.807 8.489 -8.139
H: -22.604 10.372 -7.739
H: -21.384 9.780 -8.977
H: -20.632 11.019 -6.751
H: -19.991 9.338 -6.962
H: -21.382 9.722 -5.904
H: -25.050 9.522 -8.389
H: -24.539 8.236 -7.113
H: -25.662 7.888 -8.447
O: -21.953 1.822 -10.205
S: -20.841 0.888 -10.423
O: -19.624 0.995 -9.554
O: -21.409 -0.642 -10.271
C: -21.481 -1.118 -8.861
C: -21.874 -2.506 -8.831
C: -20.448 0.840 -12.251
H: -22.128 -0.372 -8.400
H: -20.462 -0.943 -8.513
H: -22.738 -2.815 -9.420
H: -22.067 -2.742 -7.784
H: -21.078 -3.068 -9.318
H: -19.883 -0.068 -12.461
H: -19.920 1.767 -12.471
H: -21.357 0.708 -12.838
O: -22.669 3.002 -12.824
S: -22.322 4.331 -12.305
O: -22.603 4.667 -10.913
O: -20.684 4.743 -12.593
C: -20.309 4.709 -13.978
C: -18.730 4.720 -14.022
C: -23.255 5.631 -13.255
H: -20.644 5.641 -14.433
H: -20.791 3.913 -14.546
H: -18.348 4.570 -15.031
H: -18.340 3.866 -13.468
H: -18.354 5.626 -13.546
H: -24.321 5.720 -13.046
H: -23.078 5.667 -14.330
H: -23.067 6.628 -12.857

Output
Total charge: +1
HOMO-LUMO gap: 4.04 eV

DFT (wB97M-V/def2-TZVPD) results for one molecule with the formula C3H7NO at a distorted geometry.

Geometry (Å):
C: 0.692 1.027 0.418
C: -0.170 0.030 -0.402
N: 0.645 -1.085 -0.813
C: -1.482 -0.511 0.256
O: -2.152 0.283 0.934
H: 0.369 0.895 1.533
H: 0.531 2.228 0.272
H: 1.741 0.843 0.423
H: -0.581 0.572 -1.283
H: 0.737 -1.801 -0.111
H: 1.403 -0.928 -1.467
H: -1.733 -1.553 0.240

Output
Total charge: 0
Energy relative to the best compared isomer or geometry (same formula, charge and spin): 2.052 eV
SMILES: C[C@@H](N)C=O
HOMO-LUMO gap: 9.99 eV

DFT (wB97M-V/def2-TZVPD) results for a 8-piece molecular cluster, C4H22NO9S overall at a distorted geometry.

Geometry (Å):
C: 0.113 0.243 -2.294
N: 0.858 0.632 -1.133
C: 0.235 0.928 0.073
O: -1.043 0.927 0.140
O: 0.996 1.177 1.032
C: -0.333 -1.252 -2.610
C: 0.311 -2.198 -1.617
S: 2.159 -2.389 -1.940
H: 0.756 0.531 -3.157
H: -0.787 0.879 -2.390
H: 1.824 0.361 -1.067
H: 0.110 -1.470 -3.598
H: -1.407 -1.290 -2.581
H: 0.093 -3.265 -1.717
H: 0.261 -1.755 -0.628
H: 2.579 -1.204 -2.373
H: -3.557 -1.097 -1.389
H: -2.380 -0.530 -0.459
O: -2.755 -1.310 -0.905
H: -1.640 3.825 1.130
H: -0.547 2.935 0.802
O: -1.047 3.659 0.370
H: -2.441 1.332 3.153
H: -1.344 1.092 1.721
O: -1.643 1.110 2.671
H: 1.687 -0.131 2.697
H: 1.450 -0.948 1.560
O: 1.862 -1.053 2.441
H: -0.070 -1.381 3.579
H: -0.935 -1.115 2.390
O: -0.664 -1.832 2.963
H: -3.526 0.462 1.046
H: -2.866 1.411 0.061
O: -3.720 0.997 0.276
H: 2.999 1.830 1.399
H: 3.022 2.052 -0.047
O: 3.635 1.921 0.681

Output
Total charge: -1
Energy relative to the best compared isomer or geometry (same formula, charge and spin): 0.251 eV
HOMO-LUMO gap: 9.35 eV

DFT (wB97M-V/def2-TZVPD) results for a 14-piece molecular cluster, C3H33NO15S2 overall at a distorted geometry.

Geometry (Å):
N: 0.223 -0.069 -2.976
C: 0.839 -0.838 -1.866
C: 0.420 -0.513 -0.454
O: -1.667 -1.691 1.412
O: 0.933 -0.935 0.568
C: 2.213 -1.447 -1.979
S: 2.489 -2.488 -3.437
S: 2.546 -0.983 -4.881
H: -0.753 0.093 -2.734
H: 0.645 0.857 -2.859
H: 0.141 -1.702 -1.949
H: -2.644 -1.722 1.498
H: 2.402 -2.000 -1.053
H: 3.087 -0.787 -1.912
H: 1.296 -0.907 -5.344
H: -0.456 -4.848 0.272
H: -0.618 -3.276 0.327
O: -0.242 -4.020 -0.161
H: 0.776 0.539 1.752
H: 2.180 0.964 2.087
O: 1.335 1.330 1.772
H: 1.971 3.683 -0.023
H: 2.810 2.348 -0.144
O: 2.404 3.072 -0.622
H: 3.098 -3.409 0.943
H: 1.773 -3.553 0.215
O: 2.149 -3.294 1.067
H: 3.235 -0.511 0.804
H: 2.408 -1.046 1.890
O: 3.276 -0.626 1.760
H: 0.113 2.703 -1.827
H: 0.937 3.906 -2.526
O: 0.710 2.977 -2.522
H: -3.655 1.551 -0.327
H: -3.277 1.946 0.908
O: -4.120 1.636 0.512
H: -0.002 2.113 2.452
H: -1.272 2.483 3.519
O: -0.752 2.666 2.741
H: -1.980 2.962 1.377
H: -1.282 1.974 0.375
O: -2.019 2.579 0.483
H: -1.355 -0.635 0.283
H: -4.837 -0.898 1.429
O: -0.859 -0.070 -0.383
H: -3.939 -0.274 2.508
H: -1.166 -1.555 2.218
O: -4.162 -1.097 2.065
H: -1.187 2.423 -3.602
H: -2.487 2.072 -2.704
O: -1.783 1.746 -3.263
H: -0.533 -1.650 3.933
H: 0.535 -0.836 4.618
O: 0.104 -0.946 3.764

Output
Total charge: 0
Energy relative to the best compared isomer or geometry (same formula, charge and spin): 0.788 eV
HOMO-LUMO gap: 8.41 eV

DFT (wB97M-V/def2-TZVPD) results for one molecule with the formula CH2N2P2 at a distorted geometry.

Geometry (Å):
C: 0.457 -0.903 -0.253
N: 1.497 -0.384 -0.577
N: 1.032 1.927 0.281
P: -0.364 1.792 0.800
P: -1.049 -0.359 0.683
H: 0.220 -1.963 -0.449
H: -1.793 -0.110 -0.485

Output
Total charge: 0
Energy relative to the best compared isomer or geometry (same formula, charge and spin): 4.438 eV
HOMO-LUMO gap (alpha / beta): 7.96 / 7.74 eV

Computed calculated total energy, in the same sequence as the records: -104706.93396, -17419.99849, -53061.90903, -74625.92257, -79726.04665, -6760.69833, -35260.48056, -57518.95313, -22622.51955 eV.